Record 1
DFT (ωB97M-V/def2-TZVPD) results for a molecular structure, C24H19F3N5NdO8S2.

Last column: Löwdin charge in e.
Geometry (Å):
1 Nd -0.771 -0.734 -0.236  2.01
2 C 1.511 -1.359 2.459  -0.16
3 N 0.527 -0.326 2.133  -0.11
4 C 1.031 1.065 2.358  -0.11
5 C 1.084 1.921 1.136  -0.31
6 N 0.608 1.603 -0.071  0.06
7 C 0.456 2.837 -0.751  -0.18
8 C -0.401 3.106 -1.857  -0.01
9 C -0.809 4.425 -1.974  -0.08
10 C -0.241 5.436 -1.200  -0.08
11 C 0.724 5.192 -0.202  -0.02
12 C 1.084 3.873 0.018  -0.15
13 N 1.429 3.238 1.258  0.16
14 C 2.575 -1.460 1.460  -0.34
15 N 2.506 -0.918 0.253  0.15
16 C 3.716 -1.256 -0.382  -0.21
17 C 4.145 -0.938 -1.701  -0.02
18 C 5.430 -1.362 -2.089  -0.09
19 C 6.237 -2.062 -1.191  -0.10
20 C 5.788 -2.459 0.079  -0.03
21 C 4.537 -2.021 0.483  -0.15
22 N 3.738 -2.170 1.689  0.17
23 H 1.000 -2.373 2.529  0.16
24 H 2.006 -1.294 3.398  0.11
25 H -0.314 -0.480 2.722  0.12
26 H 2.033 1.052 2.829  0.13
27 H 0.376 1.541 3.135  0.15
28 H -0.793 2.328 -2.484  0.10
29 H -1.556 4.754 -2.646  0.10
30 H -0.736 6.410 -1.148  0.11
31 H 1.017 6.009 0.437  0.10
32 H 2.117 3.526 1.954  0.17
33 H 3.480 -0.374 -2.396  0.12
34 H 5.805 -1.143 -3.103  0.11
35 H 7.267 -2.323 -1.478  0.11
36 H 6.517 -2.920 0.759  0.11
37 H 3.937 -2.759 2.509  0.17
38 O -3.491 2.676 0.395  -0.29
39 S -2.986 1.342 0.263  0.48
40 O -2.428 1.047 -1.074  -0.42
41 O -1.985 0.959 1.290  -0.43
42 C -4.501 0.282 0.406  -0.19
43 C -5.701 1.137 0.318  -0.04
44 C -6.860 0.598 -0.180  -0.06
45 C -7.022 -0.818 -0.162  -0.08
46 C -5.966 -1.575 0.198  -0.06
47 C -4.605 -1.052 0.315  -0.23
48 S -3.328 -2.313 0.201  0.52
49 O -4.003 -3.596 0.232  -0.27
50 O -2.643 -2.045 -1.078  -0.43
51 O -2.343 -1.935 1.281  -0.44
52 H -5.559 2.128 0.655  0.09
53 H -7.663 1.279 -0.521  0.12
54 H -8.033 -1.254 -0.356  0.13
55 H -6.062 -2.665 0.463  0.13
56 F 0.779 -1.624 -2.200  0.00
57 C 1.199 -2.963 -2.194  -0.50
58 F 0.313 -3.715 -2.860  0.17
59 F 2.361 -3.025 -2.856  0.17
60 C 1.177 -3.401 -0.733  -0.59
61 O 2.060 -4.177 -0.443  0.12
62 O 0.228 -2.874 -0.054  -0.17

As for the energy relative to the best compared isomer or geometry (same formula, charge and spin): 0.0 kcal/mol. The calculation puts the molecular weight at 770.81 u. Its spin multiplicity is 4. As for the total energy: -94131.894 eV. For the HOMO energy (alpha / beta), the calculation gives -0.3221 / -0.3221 Ha.


Record 2
DFT (ωB97M-V/def2-TZVPD) results for a molecular structure, C17H35OPRhSi.

Last column: Löwdin charge in e.
Geometry (Å):
1 Rh 1.309 0.685 0.115  0.96
2 C 3.412 0.492 1.055  -0.17
3 C 2.848 1.645 1.654  -0.15
4 C 2.692 2.628 0.648  -0.14
5 C 3.127 2.077 -0.582  -0.15
6 C 3.586 0.761 -0.336  -0.16
7 H 3.675 -0.422 1.563  0.10
8 H 2.596 1.760 2.697  0.11
9 H 2.256 3.606 0.782  0.11
10 H 3.113 2.575 -1.539  0.11
11 H 3.982 0.078 -1.069  0.11
12 C -1.756 -1.193 -0.851  -0.19
13 Si -1.237 0.495 -0.231  0.74
14 C -1.501 1.827 -1.578  -0.66
15 C -0.998 1.266 -2.913  -0.10
16 C -0.790 3.154 -1.301  -0.10
17 C -3.015 2.085 -1.677  -0.08
18 C -1.889 0.798 1.533  -0.67
19 C -1.689 2.241 1.995  -0.10
20 C -1.145 -0.147 2.487  -0.11
21 C -3.388 0.446 1.576  -0.08
22 H -2.818 -1.176 -1.118  0.05
23 H -1.628 -1.959 -0.086  0.02
24 H -1.192 -1.480 -1.738  0.02
25 H 0.067 1.014 -2.874  0.07
26 H -1.133 2.019 -3.694  0.09
27 H -1.545 0.373 -3.220  0.08
28 H 0.298 3.037 -1.275  0.05
29 H -1.100 3.610 -0.362  0.07
30 H -1.022 3.859 -2.104  0.09
31 H -3.586 1.170 -1.853  0.08
32 H -3.210 2.757 -2.518  0.10
33 H -3.405 2.565 -0.778  0.07
34 H -0.642 2.551 1.934  0.07
35 H -2.003 2.334 3.039  0.09
36 H -2.284 2.944 1.410  0.07
37 H -0.077 0.092 2.548  0.06
38 H -1.241 -1.194 2.190  0.06
39 H -1.561 -0.050 3.494  0.09
40 H -3.981 1.073 0.909  0.07
41 H -3.760 0.598 2.593  0.09
42 H -3.568 -0.597 1.310  0.08
43 C 3.383 -3.607 -0.294  -0.16
44 P 1.676 -3.040 -0.213  0.55
45 C 1.046 -3.545 1.394  -0.16
46 C 0.776 -3.993 -1.442  -0.16
47 O 1.578 -1.555 -0.435  -0.46
48 H 3.454 -4.680 -0.116  0.06
49 H 3.978 -3.085 0.456  0.05
50 H 3.791 -3.385 -1.280  0.06
51 H 1.130 -4.625 1.523  0.07
52 H -0.002 -3.260 1.486  0.04
53 H 1.612 -3.050 2.183  0.06
54 H 0.970 -5.058 -1.304  0.06
55 H 1.104 -3.700 -2.439  0.07
56 H -0.296 -3.817 -1.355  0.05

The total charge is +1. The calculation puts the molecular weight at 417.43 u. Its spin multiplicity is 5. As for the total energy: -40412.414 eV. For the HOMO energy (alpha / beta), the calculation gives -0.3805 / -0.4538 Ha.


Record 3
DFT (ωB97M-V/def2-TZVPD) results for 2 unconnected molecules or ions with the total composition C3H9N3S2.

Last column: Löwdin charge in e.
Geometry (Å):
1 C -3.064 -0.186 -0.130  -0.95
2 C 0.993 1.785 1.045  -0.29
3 C 1.133 -1.731 0.347  -0.20
4 N 1.201 1.217 -0.216  -0.49
5 N 1.022 -1.191 -0.997  -0.36
6 N -3.099 0.933 -0.628  0.06
7 S -3.206 -1.365 0.854  0.73
8 S 0.184 0.351 -1.008  0.89
9 H -0.148 2.158 1.137  0.10
10 H 1.666 2.598 1.126  0.04
11 H 1.266 1.182 1.969  0.07
12 H 1.658 -2.732 0.411  0.09
13 H 0.150 -1.995 0.849  0.07
14 H 1.723 -0.975 0.829  0.04
15 H -2.709 1.109 -1.636  0.12
16 H 0.572 -1.845 -1.631  0.06
17 H 0.657 0.687 -2.323  0.02

As for the energy relative to the best compared isomer or geometry (same formula, charge and spin): 77.0 kcal/mol. The calculation puts the molecular weight at 151.26 u. As for the total energy: -29393.585 eV. For the HOMO energy, the calculation gives -0.3093 Ha.


Record 4
DFT (ωB97M-V/def2-TZVPD) results for C4H8N2O in the gas phase.

Last column: Löwdin charge in e.
Geometry (Å):
1 C -0.890 0.776 -1.562  -0.13
2 C -0.986 1.826 -0.486  -0.05
3 O -0.826 1.358 0.748  -0.05
4 C -0.291 0.095 1.060  -0.42
5 N -0.859 -0.744 1.801  0.19
6 C 1.115 -0.102 0.548  -0.22
7 N 1.234 -1.396 -0.107  0.01
8 H -0.768 -0.282 -1.289  0.06
9 H -0.101 1.052 -2.275  0.09
10 H -1.825 0.913 -2.120  0.08
11 H 1.340 0.699 -0.162  0.11
12 H -1.788 -0.449 2.101  0.08
13 H 1.783 0.042 1.412  0.13
14 H 2.193 -1.717 -0.068  0.07
15 H 0.669 -2.071 0.398  0.06

As for the energy relative to the best compared isomer or geometry (same formula, charge and spin): 100.8 kcal/mol. The calculation puts the molecular weight at 100.12 u. As for the total energy: -9302.024 eV. For the HOMO energy, the calculation gives -0.3135 Ha.


Record 5
DFT (ωB97M-V/def2-TZVPD) results for a molecular structure, C30H74BGaO5P.

Last column: Löwdin charge in e.
Geometry (Å):
1 C -0.893 1.407 0.714  -0.09
2 C -1.028 2.433 -0.426  -0.42
3 O -2.095 2.145 -1.271  -0.29
4 Ga -3.727 3.049 -0.957  0.45
5 C -4.015 3.021 1.076  -0.19
6 C -3.393 5.010 -1.572  -0.28
7 P -4.088 6.258 -0.558  0.35
8 O -4.331 7.592 -1.138  -0.33
9 O -5.478 5.679 0.057  -0.17
10 O -3.085 6.297 0.727  -0.17
11 B -5.274 2.117 -2.077  -0.44
12 O -5.142 1.964 -3.445  0.05
13 C -6.637 1.581 -1.439  -0.21
14 C -6.368 0.717 -0.185  -0.14
15 H -1.345 0.471 0.384  0.07
16 H -1.403 1.751 1.616  0.05
17 H 0.156 1.235 0.975  0.03
18 H -1.120 3.441 0.018  0.09
19 H -0.091 2.441 -1.006  0.10
20 H -3.900 1.997 1.444  -0.01
21 H -3.287 3.642 1.609  -0.01
22 H -5.029 3.334 1.354  -0.02
23 H -2.309 5.142 -1.514  0.03
24 H -3.732 5.195 -2.592  0.03
25 H -5.406 5.271 0.928  0.04
26 H -3.530 6.221 1.578  0.06
27 H -5.984 1.700 -3.842  0.07
28 H -7.262 2.439 -1.169  0.09
29 H -7.198 0.996 -2.186  0.08
30 H -6.482 1.312 0.721  0.06
31 H -5.343 0.340 -0.190  0.05
32 H -7.059 -0.126 -0.124  0.06
33 C -4.359 -2.904 -1.804  -0.10
34 C -5.447 -2.972 -0.738  -0.26
35 C -5.398 -4.244 0.108  -0.22
36 C -5.597 -5.543 -0.675  -0.24
37 C -6.905 -5.629 -1.459  -0.27
38 C -8.148 -5.566 -0.577  -0.11
39 H -4.445 -3.719 -2.527  0.06
40 H -4.413 -1.966 -2.358  0.07
41 H -3.367 -2.959 -1.349  0.07
42 H -6.429 -2.872 -1.209  0.10
43 H -5.342 -2.109 -0.078  0.09
44 H -6.146 -4.175 0.903  0.10
45 H -4.427 -4.292 0.614  0.11
46 H -5.547 -6.384 0.024  0.11
47 H -4.762 -5.675 -1.367  0.08
48 H -6.913 -6.568 -2.019  0.10
49 H -6.946 -4.831 -2.205  0.10
50 H -8.143 -6.374 0.159  0.07
51 H -9.058 -5.660 -1.171  0.07
52 H -8.207 -4.621 -0.034  0.07
53 C -2.397 -7.826 -1.344  -0.11
54 C -1.468 -6.798 -0.707  -0.26
55 C -1.145 -5.620 -1.627  -0.22
56 C -0.418 -5.994 -2.919  -0.23
57 C 0.905 -6.733 -2.721  -0.27
58 C 1.944 -5.924 -1.952  -0.11
59 H -1.955 -8.287 -2.228  0.07
60 H -2.637 -8.626 -0.642  0.07
61 H -3.332 -7.351 -1.647  0.05
62 H -0.546 -7.287 -0.380  0.10
63 H -1.940 -6.405 0.198  0.10
64 H -0.553 -4.887 -1.072  0.11
65 H -2.078 -5.112 -1.889  0.09
66 H -0.230 -5.077 -3.486  0.11
67 H -1.074 -6.604 -3.546  0.10
68 H 1.309 -6.991 -3.704  0.10
69 H 0.730 -7.684 -2.209  0.10
70 H 2.158 -4.982 -2.462  0.08
71 H 2.882 -6.475 -1.859  0.07
72 H 1.604 -5.685 -0.944  0.06
73 C 6.622 -0.262 2.395  -0.11
74 C 6.125 1.075 2.934  -0.28
75 C 4.849 0.970 3.767  -0.23
76 C 3.632 0.444 3.004  -0.22
77 C 3.267 1.248 1.756  -0.26
78 C 2.901 2.700 2.045  -0.11
79 H 5.890 -0.726 1.733  0.07
80 H 7.545 -0.137 1.826  0.07
81 H 6.825 -0.959 3.212  0.07
82 H 5.963 1.769 2.105  0.08
83 H 6.909 1.523 3.552  0.10
84 H 4.619 1.956 4.181  0.10
85 H 5.036 0.319 4.628  0.11
86 H 2.774 0.436 3.683  0.11
87 H 3.798 -0.599 2.719  0.10
88 H 2.419 0.761 1.269  0.09
89 H 4.089 1.214 1.035  0.10
90 H 2.055 2.758 2.733  0.08
91 H 2.616 3.216 1.128  0.07
92 H 3.735 3.249 2.488  0.05
93 C 10.282 4.026 0.571  -0.11
94 C 9.331 4.897 -0.243  -0.27
95 C 8.776 6.088 0.537  -0.23
96 C 7.949 5.717 1.770  -0.23
97 C 6.755 4.808 1.489  -0.28
98 C 5.720 5.423 0.553  -0.10
99 H 9.785 3.586 1.437  0.06
100 H 10.676 3.205 -0.031  0.07
101 H 11.131 4.611 0.934  0.07
102 H 8.509 4.283 -0.621  0.10
103 H 9.856 5.274 -1.124  0.10
104 H 8.172 6.701 -0.137  0.10
105 H 9.609 6.723 0.855  0.11
106 H 7.590 6.640 2.237  0.11
107 H 8.594 5.237 2.511  0.10
108 H 6.272 4.566 2.440  0.10
109 H 7.098 3.854 1.077  0.09
110 H 5.333 6.359 0.963  0.08
111 H 4.874 4.750 0.409  0.06
112 H 6.139 5.637 -0.431  0.07

The total charge is -1. The calculation puts the molecular weight at 626.43 u. As for the total energy: -104895.641 eV. For the HOMO energy, the calculation gives -0.1748 Ha.


Record 6
DFT (ωB97M-V/def2-TZVPD) results for C6H12O in the gas phase.

Last column: Löwdin charge in e.
Geometry (Å):
1 C -1.172 -1.605 -1.257  -0.04
2 C -0.894 -0.857 0.036  -0.46
3 O -1.434 -1.656 1.076  -0.04
4 C 0.603 -0.619 0.262  -0.16
5 C 1.199 0.503 -0.656  -0.26
6 C 1.708 1.325 0.461  -0.03
7 C 0.696 2.316 0.923  -0.17
8 H -0.824 -1.041 -2.128  0.08
9 H -2.247 -1.785 -1.357  0.08
10 H -0.665 -2.577 -1.239  0.09
11 H -1.405 0.122 0.006  0.14
12 H -1.321 -1.178 1.908  0.09
13 H 1.161 -1.551 0.122  0.13
14 H 0.394 0.939 -1.274  0.11
15 H 1.974 0.089 -1.309  0.10
16 H 0.753 -0.359 1.326  0.11
17 H -0.326 2.258 0.507  0.07
18 H 1.138 3.267 0.578  0.09
19 H 0.662 2.408 2.015  0.07

As for the energy relative to the best compared isomer or geometry (same formula, charge and spin): 89.2 kcal/mol. The calculation puts the molecular weight at 100.16 u. As for the total energy: -8460.486 eV. For the HOMO energy, the calculation gives -0.3040 Ha.